Entry 1:
Below is a 3-piece molecular cluster, C33H57BF3N2O6 overall at a distorted geometry, with properties calculated with wB97M-V/def2-TZVPD.

The LUMO energy (spin up / spin down) comes out at 2.129 / 1.400 eV. The expectation value of S² is 2.01. The calculation puts the strongest force on any atom at 0.1692 hartree/bohr. The calculation puts the HOMO-LUMO gap (spin up / spin down) at 7.28 / 6.55 eV. Its spin multiplicity is 3. As for the net charge: -1.

Element x y z (Å)
O -1.22235 -2.88374 -2.88225
C -2.37213 -3.13500 -2.21386
O -3.58492 -3.53188 -2.94846
C -3.89088 -2.55968 -4.03607
C -4.15032 -1.02835 -3.51217
C -2.75695 -0.14208 -3.77954
C -3.07258 1.42728 -4.11490
B -3.39767 2.36396 -2.77021
C -3.35154 3.91364 -3.29467
O -2.64460 4.87272 -2.44763
C -1.24266 5.06865 -2.83709
C -0.15951 3.91361 -3.25601
C 1.43923 4.22087 -3.64021
C 2.00566 5.75928 -3.58135
C 0.91338 6.93755 -3.18065
C -0.67786 6.63756 -2.80212
C -2.47626 2.00748 -1.46479
C -3.22806 0.99165 -0.36767
O -2.83837 -0.41772 -0.51712
C -2.66977 1.45075 1.14115
F -1.16628 1.60480 1.14704
F -3.24204 2.73751 1.59880
F -2.96570 0.35612 2.10731
H -2.41115 -2.98022 -1.05422
H -4.86326 -2.94414 -4.59000
H -3.01241 -2.67193 -4.81628
H -4.95460 -0.54226 -4.23165
H -4.54961 -0.93451 -2.41678
H -1.93622 -0.32617 -2.96074
H -2.30890 -0.60899 -4.78343
H -2.15137 1.91580 -4.69335
H -4.02655 1.50884 -4.82750
H -4.54390 2.12709 -2.51008
H -4.47323 4.28692 -3.42110
H -2.88551 3.96862 -4.38560
H -0.46934 2.78601 -3.28664
H 2.13158 3.28917 -3.92002
H 3.13756 5.93677 -3.82063
H 1.31688 8.03877 -3.14269
H -1.37117 7.54877 -2.50862
H -1.47215 1.48638 -1.84667
H -2.12441 2.92344 -0.82204
H -4.38143 1.19173 -0.34409
H -1.83505 -0.39132 -0.64819
C -0.15993 -2.47482 3.35870
C -1.07486 -3.46394 2.58796
C -2.00781 -4.19975 3.58597
C -1.29211 -5.26607 4.40828
C -0.54992 -6.24359 3.50313
C 0.41047 -5.54755 2.50298
N -0.23590 -4.40541 1.77125
O -1.06634 -4.95664 0.77803
C 1.67377 -5.04631 3.25335
C 0.97940 -6.64003 1.53625
C -1.95720 -2.51900 1.70473
H 0.62273 -2.06876 2.70707
H -0.73364 -1.62018 3.73957
H 0.31365 -2.90861 4.23802
H -2.83259 -4.67896 3.04145
H -2.47448 -3.47766 4.26885
H -0.60257 -4.80198 5.12151
H -2.02737 -5.81454 5.00949
H 0.00548 -6.95461 4.12786
H -1.29289 -6.83777 2.95510
H 2.28309 -4.39704 2.61362
H 2.31245 -5.88537 3.55717
H 1.45306 -4.51331 4.17679
H 0.19289 -7.18290 1.00031
H 1.54637 -7.39885 2.08988
H 1.65855 -6.19821 0.79677
H -1.34655 -1.98161 0.96867
H -2.46647 -1.76689 2.32002
H -2.74822 -3.05591 1.16915
C 3.86663 4.02307 1.52763
C 2.95171 3.03395 0.75689
C 2.01875 2.29814 1.75490
C 2.73445 1.23181 2.57721
C 3.47664 0.25430 1.67206
C 4.43703 0.95034 0.67191
N 3.79066 2.09248 -0.05982
O 2.96022 1.54124 -1.05304
C 5.70033 1.45158 1.42228
C 5.00596 -0.14215 -0.29482
C 2.06936 3.97889 -0.12634
H 4.64929 4.42912 0.87600
H 3.29292 4.87771 1.90850
H 4.34021 3.58928 2.40695
H 1.19397 1.81893 1.21038
H 1.55208 3.02023 2.43778
H 3.42399 1.69591 3.29044
H 1.99919 0.68335 3.17842
H 4.03204 -0.45672 2.29679
H 2.73367 -0.33989 1.12403
H 6.30965 2.10085 0.78255
H 6.33901 0.61251 1.72610
H 5.47962 1.98458 2.34572
H 4.21945 -0.68501 -0.83076
H 5.57293 -0.90096 0.25881
H 5.68511 0.29968 -1.03431
H 2.68001 4.51628 -0.86240
H 1.56009 4.73100 0.48895
H 1.27834 3.44198 -0.66192

Mulliken atomic charge list, values in e, 5 entries: number 1, O, carries -0.5483; number 2, C, carries 0.2785; number 3, O, carries -0.3813; number 4, C, carries -0.4630; number 5, C, carries -0.2302


Entry 2:
Below is C33H57BrN2O2SiSr as an isolated structure at a distorted geometry, with properties calculated with wB97M-V/def2-TZVPD.

The LUMO energy comes out at 0.341 eV. The calculation puts the strongest force on any atom at 0.0197 hartree/bohr. The calculation puts the HOMO-LUMO gap at 7.55 eV. As for the net charge: 0. The value obtained for the energy above the lowest of the compared OMol25 structures with the same formula, charge and spin is 0.000 eV.

Element x y z (Å)
O -0.60599 0.11813 -2.25915
O -4.93139 -2.47308 -2.86278
C -1.21624 1.18131 -3.07842
C -0.17020 1.99166 -3.81042
H -1.78017 1.79401 -2.36195
H -1.92604 0.71109 -3.77063
H 0.63030 2.33557 -3.15533
H -0.63514 2.87083 -4.26230
H 0.28384 1.39730 -4.61183
C 0.10287 -0.91366 -3.02365
C -0.80120 -1.56932 -4.04307
H 0.46214 -1.63733 -2.28008
H 0.98620 -0.45131 -3.49814
H -1.64484 -2.06035 -3.54773
H -0.24698 -2.32248 -4.61376
H -1.19723 -0.83049 -4.74297
C -5.34821 -3.73625 -2.31399
C -5.53991 -2.09949 -4.10652
C -4.30442 -4.81986 -2.52176
H -6.31386 -4.05495 -2.74652
H -5.48291 -3.54638 -1.23710
H -4.11341 -4.99283 -3.58723
H -4.67118 -5.75336 -2.08700
H -3.35936 -4.55765 -2.03293
C -5.31024 -3.08294 -5.24493
H -5.10087 -1.12022 -4.34745
H -6.62498 -1.97025 -3.94917
H -4.24715 -3.31527 -5.38146
H -5.68354 -2.63415 -6.16919
H -5.85919 -4.02073 -5.09006
H -4.76019 -0.90989 -1.07418
N 2.29657 0.02280 0.20554
C 2.96376 -0.15006 1.34255
C 2.34818 -0.67675 2.49206
C 1.10463 -1.33340 2.65630
C 4.42902 0.21124 1.44507
H 4.65035 1.17903 0.98416
H 5.05598 -0.54837 0.95709
H 4.72966 0.25979 2.49630
C 0.92170 -2.06328 3.97233
H 0.54267 -3.08576 3.80878
H 0.21328 -1.53303 4.62651
H 1.89578 -2.12396 4.47311
N 0.12858 -1.35096 1.75406
C 2.90522 0.28965 -1.04101
C 2.93136 1.61467 -1.54558
C 2.35120 2.76924 -0.78027
C 3.54486 1.86076 -2.77238
H 3.60597 2.88937 -3.13784
C 4.09250 0.81931 -3.52263
H 4.57207 1.03060 -4.48223
C 4.05741 -0.48393 -3.02928
H 4.50829 -1.29906 -3.60398
C 3.44829 -0.76920 -1.81118
C 3.39347 -2.18607 -1.32350
C -1.05042 -2.15436 1.81724
C -2.17782 -1.71618 2.55659
C -2.16242 -0.38018 3.23545
C -3.28562 -2.55552 2.66472
H -4.13701 -2.22962 3.26733
C -3.32542 -3.77956 1.99274
H -4.20313 -4.42541 2.08120
C -2.23638 -4.18518 1.22144
H -2.25728 -5.14221 0.69656
C -1.10571 -3.38203 1.10922
C 0.03913 -3.81859 0.25603
Sr -0.19587 0.52541 0.13205
H 1.53032 3.25697 -1.33373
H 3.12002 3.54394 -0.62272
H 1.96046 2.50821 0.21467
H 2.57220 -2.35680 -0.61753
H 4.32915 -2.47071 -0.81662
H 3.27481 -2.88638 -2.16495
H -3.17812 -0.11504 3.55512
H -1.78604 0.43835 2.59233
H -1.53398 -0.37574 4.13972
H 0.99979 -3.73387 0.77936
H 0.09524 -3.25851 -0.69102
H -0.09305 -4.87451 -0.00867
H 2.97148 -0.67238 3.38303
C -5.01924 -0.72751 -0.01610
Si -6.68649 0.15400 0.18739
H -5.04399 -1.70130 0.48898
H -4.20253 -0.13907 0.41636
C -6.77318 1.37619 -1.23764
C -6.84289 1.05738 1.83211
C -8.10539 -1.07783 0.04301
H -9.07161 -0.56314 0.14780
H -8.04851 -1.85174 0.82131
H -8.08578 -1.57470 -0.93698
H -6.06111 2.19806 -1.08291
H -7.78079 1.80000 -1.34336
H -6.50833 0.86266 -2.17178
H -5.92789 1.61968 2.06312
H -7.03316 0.35778 2.65847
H -7.67923 1.77154 1.79682
Br -0.47291 2.80968 1.79664

Mulliken atomic charge list, values in e, 5 entries: number 1, O, carries 0.3472; number 2, O, carries -0.2136; number 3, C, carries -0.4462; number 4, C, carries -1.0528; number 5, H, carries 0.4592